No. 1
ORCA calculation (ωB97M-V/def2-TZVPD) on a 7-piece molecular cluster, C36H72FO7S overall.

XYZ file:
```
117
Properties=species:S:1:pos:R:3:forces:R:3:mulliken_charge:R:1
C 2.924007 -3.449321 0.333628 -0.2993 -0.1307 -0.4947 -0.77
C 3.230728 -1.960112 -0.363266 -0.4818 -1.4019 0.8689 -0.09
C 2.527899 -2.009460 -1.843037 0.3691 0.2102 -0.1231 0.17
C 2.194637 -0.549463 -2.507705 1.2328 -0.1597 -0.1424 -0.58
C 1.400422 0.499659 -1.530993 -0.4990 0.2174 -0.9972 -0.54
C 0.258798 -0.172252 -0.565824 -0.8824 1.2183 0.9399 0.49
C -1.228496 -0.325820 -1.313885 0.6736 1.0093 0.4598 0.20
C -2.455439 -0.582692 -0.247007 -0.0784 -0.3115 0.4866 -0.37
C -2.245191 -1.936511 0.666248 -0.2381 0.2432 0.6466 0.54
C -3.062603 -3.255352 0.135749 0.9245 0.4424 2.8427 -0.58
S -3.100770 -3.472727 -1.724730 -0.0808 -0.5195 -0.2879 0.04
C -1.538678 -4.423090 -2.278758 -0.0023 -0.3476 -0.4239 -0.38
C -0.741644 -3.691662 -3.511043 7.7852 -2.8872 -3.0482 0.53
O 0.448738 -4.242596 -3.878127 -9.2546 4.2754 2.9036 -0.40
F -1.205122 -2.524670 -4.296898 0.4728 -3.5204 3.3404 -0.34
H 1.966639 -3.390718 1.008961 1.7749 -0.0518 -1.1368 0.24
H 3.819513 -3.846970 0.974402 -1.7720 0.8038 -1.2532 0.29
H 2.673518 -4.241400 -0.523577 0.7752 1.6531 1.8510 0.04
H 2.733821 -1.174374 0.380968 1.2845 -1.4102 -1.8981 0.09
H 4.408861 -1.854787 -0.382283 -2.6142 0.0701 -0.2513 0.36
H 3.263678 -2.618030 -2.557239 -1.6613 1.3143 1.5012 0.02
H 1.532712 -2.641393 -1.783902 1.8529 1.2088 0.0482 -0.28
H 3.244252 -0.047404 -2.759395 -2.2391 -1.0233 0.4426 0.34
H 1.676060 -0.735947 -3.554055 0.7930 0.4762 2.2058 0.18
H 0.821114 1.251725 -2.254367 1.2348 -1.4878 1.5921 0.35
H 2.183203 1.180498 -0.953532 -1.8376 -1.7516 -0.8863 0.21
H 0.064097 0.613119 0.312245 0.5092 -1.6615 -1.8139 -0.33
H 0.572289 -1.169183 -0.039215 -0.4245 1.8038 -1.2735 -0.23
H -1.437114 0.735313 -1.819324 0.4058 -2.4827 0.8302 0.22
H -1.116488 -1.157185 -2.134315 -0.4915 1.5400 1.3773 -0.43
H -2.578942 0.314362 0.530406 0.5870 -1.8578 -1.8927 -0.08
H -3.519063 -0.659109 -0.780808 2.1711 0.1801 0.9353 0.36
H -2.679152 -1.687988 1.747573 0.9574 -0.7166 -2.2907 -0.34
H -1.120513 -2.242979 0.820890 -2.2036 0.8408 -0.5007 0.02
H -4.144287 -3.269050 0.640610 2.0856 -0.0062 -1.9976 0.42
H -2.501720 -4.204588 0.592939 -1.2713 1.7770 -1.4730 0.42
H -2.999667 -2.250593 -2.419575 0.4202 -0.8496 1.1972 0.32
H -0.862112 -4.649300 -1.340507 -1.0235 0.9583 -2.1046 0.38
H -1.954771 -5.483666 -2.631965 0.9476 2.5057 0.4202 0.47
C 0.303384 4.268162 3.024335 0.3246 0.2597 0.4089 -0.26
C -0.476435 4.705901 1.811486 -0.5358 0.0608 -0.0408 -0.35
C 0.179488 3.905754 0.707326 0.1787 0.0288 -0.3770 -0.34
O 0.644006 2.684196 1.298212 -0.0871 0.1107 0.0730 -0.27
C 0.561260 2.807668 2.724795 -0.0427 -0.3431 0.1451 0.06
H -0.227121 4.422681 3.967292 0.1976 -0.0549 -0.1414 0.12
H 1.253502 4.813504 3.071394 -0.0798 -0.0702 0.1053 0.22
H -1.525740 4.406177 1.917327 0.1722 0.1263 -0.0986 0.06
H -0.444949 5.783831 1.633751 -0.0413 -0.1515 -0.0338 0.43
H 1.049142 4.431063 0.298530 -0.0467 0.0618 -0.0638 0.24
H -0.508745 3.679847 -0.112286 0.0930 -0.0556 0.0529 0.11
H -0.269052 2.180172 3.066651 0.0408 -0.0314 0.1003 -0.39
H 1.485529 2.442338 3.180812 -0.0570 -0.0546 -0.1332 0.38
C -3.296090 -0.277673 5.824133 0.2052 -0.1614 0.6057 -0.60
C -3.945861 0.874822 5.102825 -0.5857 0.2227 -0.1574 -0.59
C -2.891743 1.244580 4.082161 0.2939 0.3830 -0.1221 -0.08
O -2.186120 0.038917 3.757201 -0.2109 -0.1408 0.0651 -0.31
C -2.553145 -0.973430 4.704660 0.2005 -0.2220 -0.2118 -0.49
H -4.006022 -0.932298 6.335937 0.1128 0.0605 -0.0642 0.34
H -2.583597 0.102858 6.565677 -0.0884 -0.1063 -0.0749 0.27
H -4.853582 0.529422 4.594083 0.0472 0.0861 0.0617 0.25
H -4.216421 1.707150 5.757456 0.0487 -0.0952 -0.1182 0.36
H -2.167904 1.953825 4.497364 -0.0848 0.0691 -0.0276 0.10
H -3.321245 1.676100 3.173436 0.1251 -0.0587 0.0026 0.17
H -3.196971 -1.694887 4.189859 -0.0659 -0.1378 0.0770 0.31
H -1.657031 -1.493093 5.054833 -0.0273 0.0725 -0.1396 0.29
C 6.769210 -5.491770 -3.006917 0.6226 0.0836 -0.2158 -0.56
C 5.957662 -6.473665 -2.201929 -0.3539 -0.5316 -0.0840 -0.56
C 5.524003 -5.633132 -1.020792 0.0155 0.1536 0.4120 -0.41
O 5.412702 -4.282304 -1.489833 0.1079 -0.2327 -0.1595 -0.27
C 6.009237 -4.201274 -2.791682 -0.2237 0.3489 -0.0803 -0.47
H 6.863272 -5.760127 -4.062198 -0.0063 0.0653 0.1266 0.32
H 7.776862 -5.407339 -2.582834 -0.1013 0.0066 -0.1019 0.26
H 5.079927 -6.789517 -2.778035 0.0851 -0.0207 0.0770 0.26
H 6.513722 -7.367565 -1.908237 -0.0876 0.1132 -0.0110 0.34
H 6.275289 -5.649414 -0.224132 -0.0373 -0.0983 0.0306 0.26
H 4.566361 -5.958219 -0.604016 0.0528 0.1376 0.0002 0.26
H 5.201154 -4.090305 -3.522927 0.0523 0.0255 -0.1061 0.27
H 6.654032 -3.319914 -2.847678 -0.1278 -0.0271 0.0902 0.29
C 1.880964 5.846648 7.767961 0.6560 0.0953 -0.0274 -0.55
C 0.613282 6.657857 7.843165 -0.4094 0.2451 0.4503 -0.56
C -0.053816 6.326005 6.526163 -0.1687 0.0776 -0.4076 -0.48
O 0.344963 4.991913 6.182212 0.1176 0.1737 0.3358 -0.29
C 1.415739 4.597916 7.051370 -0.1194 -0.4365 -0.0375 -0.44
H 2.327217 5.637115 8.743376 -0.0441 -0.0004 -0.1361 0.33
H 2.623198 6.373767 7.156756 -0.0409 -0.0850 0.0985 0.27
H -0.005573 6.302333 8.675451 0.0434 0.0914 -0.0839 0.26
H 0.783817 7.729072 7.977070 -0.0482 -0.1320 -0.0351 0.32
H 0.288311 6.993300 5.728021 -0.0562 0.0845 0.0266 0.28
H -1.144769 6.380981 6.583273 0.0942 -0.0900 -0.0797 0.32
H 1.018610 3.860343 7.757279 0.1041 -0.0266 0.0311 0.28
H 2.211488 4.128206 6.466694 -0.1440 0.0072 -0.0422 0.26
C -4.775146 5.749002 -1.166526 -0.0801 0.5237 -0.4127 -0.61
C -4.791379 4.243042 -1.217067 -0.4283 -0.5103 0.0721 -0.56
C -3.361953 3.898616 -0.859644 0.4268 0.0288 -0.0033 0.02
O -2.889214 4.935791 0.010938 -0.3875 -0.1233 -0.3507 -0.26
C -3.831329 6.016991 -0.014720 0.0884 0.1750 0.4238 -0.56
H -5.762465 6.194568 -1.021093 0.1435 -0.0356 -0.0074 0.35
H -4.352301 6.147035 -2.096639 -0.0828 -0.0015 0.1143 0.27
H -5.472235 3.853679 -0.450966 0.0534 -0.0026 -0.1006 0.29
H -5.098462 3.838672 -2.184899 0.0495 0.0288 0.1062 0.36
H -2.721200 3.889916 -1.747745 -0.0150 -0.1006 -0.0613 0.24
H -3.276884 2.930075 -0.358490 0.0958 0.0615 0.0641 -0.15
H -4.364148 6.018372 0.942429 -0.0296 0.0993 -0.0255 0.31
H -3.299852 6.966841 -0.119645 0.0464 -0.1553 0.0602 0.30
C 0.185206 -3.314659 -6.983486 0.3140 0.2636 0.4753 0.47
C -0.594613 -2.876921 -8.196335 -0.5463 0.2320 -0.1520 -0.60
C 0.061310 -3.677068 -9.300495 0.2489 -0.1195 -0.4102 -0.48
O 0.525827 -4.898625 -8.709609 -0.1522 0.2910 0.3185 -0.43
C 0.443081 -4.775153 -7.283026 0.0620 -0.3958 -0.1417 -0.39
H -0.345300 -3.160140 -6.040529 0.2910 -0.0827 -0.5451 -0.51
H 1.135324 -2.769317 -6.936427 -0.0932 -0.0663 0.0661 0.23
H -1.643919 -3.176644 -8.090494 0.0635 0.0645 -0.0537 0.28
H -0.563127 -1.798990 -8.374070 -0.0069 -0.1302 -0.0192 0.36
H 0.930964 -3.151758 -9.709292 -0.0762 0.0646 -0.0477 0.26
H -0.626923 -3.902975 -10.120107 0.1359 -0.0808 0.0697 0.30
H -0.387230 -5.402649 -6.941171 -0.0166 -0.0417 0.1209 0.29
H 1.367351 -5.140483 -6.827009 -0.0757 -0.0439 -0.1237 0.25
```
Forces are in eV/Å.

Calculated values
* total charge: +1
* HOMO-LUMO gap: 6.902 eV
* energy relative to the best compared isomer or geometry (same formula, charge and spin): 175.1 kcal per mole
* total energy: -66368.046 eV
* E_HOMO: -10.848 eV

---

No. 2
ORCA calculation (ωB97M-V/def2-TZVPD) on an isolated ion of composition C3H10NO3 and charge +1.

XYZ file:
```
17
Properties=species:S:1:pos:R:3:forces:R:3:mulliken_charge:R:1
C -2.051557 0.885397 0.052138 -1.1301 -0.7897 1.0810 -0.83
N -0.688732 0.353514 0.432574 0.3259 0.6122 4.3596 -0.34
C 0.127285 -0.555262 -0.497350 -1.2988 1.9451 -3.1974 0.02
O 0.100981 -1.860303 -0.168831 -0.4318 -0.6109 0.4692 -0.55
C 1.610018 -0.115848 -0.313886 -1.6313 -3.5060 -0.4004 -0.14
O 1.857480 -0.566931 0.990376 0.7396 -1.8681 0.1454 -0.54
O 1.693308 1.187576 -0.436896 2.6172 3.7894 1.8457 -0.53
H -2.686749 -0.010442 -0.154481 0.4338 0.8246 0.1395 0.33
H -2.600069 1.549145 0.822773 1.4805 -1.3151 -0.7607 0.33
H -1.956980 1.467035 -0.814665 0.1973 0.6852 -1.3206 0.39
H 0.009104 1.107842 0.754137 -1.1758 -0.6322 -1.0927 0.45
H -0.830994 -0.109466 1.404972 0.4398 0.2668 -2.0757 0.43
H -0.368523 -0.339583 -1.560857 1.3368 -0.3782 2.0301 0.47
H -0.727452 -2.251926 -0.431310 -0.3965 -0.5750 -0.2181 0.36
H 2.180237 -0.650383 -1.076407 0.3275 -0.2272 0.0946 0.38
H 1.777779 -1.589278 0.944823 0.3793 2.4200 0.3649 0.37
H 2.554864 1.498919 0.052891 -2.2134 -0.6410 -1.4644 0.39
```
Forces are in eV/Å.

Calculated values
* total charge: +1
* HOMO-LUMO gap: 11.651 eV
* energy relative to the best compared isomer or geometry (same formula, charge and spin): 57.1 kcal per mole
* SMILES: C[NH2+][C@H](O)C(O)O
* total energy: -10897.987 eV
* E_HOMO: -14.860 eV